A cluster of 2 separate species, H4NO2PS in total at a distorted geometry, computed with wB97M-V/def2-TZVPD.

XYZ file:
```
9
H4NO2PS wB97M-V/def2-TZVPD
S 0.644 0.221 -0.039
P -1.300 1.219 0.232
O 0.670 -0.610 -1.249
O 1.824 0.917 0.234
N 0.364 -1.018 1.123
H -1.974 2.121 -2.164
H 1.206 -1.099 1.672
H 0.120 -1.816 0.529
H -1.553 0.063 -0.339
```

E: -946.9854 Ha
Lowest unoccupied orbital energy (spin up / spin down): -2.1 / -1.1 eV
Kohn-Sham gap (spin up / spin down): 0.3096 / 0.3195 Ha
Strongest force on any atom: 4.6 eV/A
Energy relative to the best compared isomer or geometry (same formula, charge and spin): 177.5 kcal/mol

A cluster of 2 separate species, C7H14 in total, computed with wB97M-V/def2-TZVPD.

XYZ file:
```
21
C7H14 wB97M-V/def2-TZVPD
C 1.171 -0.297 -1.522
C 0.324 0.644 -1.106
C -1.788 0.200 0.178
C -1.177 0.439 -1.182
C -2.278 -0.968 0.583
C 0.795 1.953 -0.528
C 1.412 -1.303 1.840
H 1.785 -0.275 1.888
H 2.248 -0.166 -1.449
H 1.883 1.967 -0.411
H 0.510 2.790 -1.179
H 2.101 -1.907 1.243
H -1.402 -0.413 -1.833
H 0.425 -1.301 1.372
H 0.816 -1.236 -1.942
H 1.344 -1.715 2.850
H 0.343 2.142 0.454
H -1.640 1.327 -1.638
H -2.279 -1.839 -0.071
H -2.688 -1.103 1.580
H -1.801 1.048 0.865
```

E: -275.0626 Ha
Lowest unoccupied orbital energy: 1.1 eV
Kohn-Sham gap: 0.3818 Ha
Strongest force on any atom: 0.2 eV/A
Energy relative to the best compared isomer or geometry (same formula, charge and spin): 33.6 kcal/mol
SMILES: C=CCC(=C)C.C

A structure of composition C6H2O4Tl at a distorted geometry, computed with wB97M-V/def2-TZVPD.

XYZ file:
```
13
C6H2O4Tl wB97M-V/def2-TZVPD
Tl -4.658 -5.118 -1.897
O 2.517 1.972 -0.491
O 0.759 2.613 1.792
O -0.001 -1.757 -1.380
O -1.705 -1.192 0.668
C -0.532 0.795 1.320
C 1.533 1.192 -0.117
C 1.345 0.116 -0.957
C 0.226 -0.811 -0.670
C 0.617 1.542 1.074
C -0.751 -0.395 0.478
H 1.926 -0.104 -1.840
H -1.276 1.148 2.019
```

E: -702.8229 Ha
Charge: +1
Lowest unoccupied orbital energy: -7.0 eV
Kohn-Sham gap: 0.1732 Ha
Strongest force on any atom: 6.3 eV/A
Energy relative to the best compared isomer or geometry (same formula, charge and spin): 50.7 kcal/mol

A cluster of 9 separate species, C29H81N5O12 in total at a distorted geometry, computed with wB97M-V/def2-TZVPD.

XYZ file:
```
127
C29H81N5O12 wB97M-V/def2-TZVPD
O -4.543 -4.389 0.758
O 2.747 -1.683 -3.752
O 1.420 4.543 4.290
O -3.930 4.671 0.684
O 0.996 0.873 5.103
O -3.610 0.410 -0.270
O -2.918 1.705 2.543
O -0.153 -4.949 -1.164
O 1.532 1.061 1.182
O 4.344 3.652 -1.434
O 0.776 3.750 0.804
O -0.947 -0.439 -1.007
N 3.168 0.801 3.388
N -2.140 -6.796 -3.672
N 4.013 7.278 -1.653
N -0.528 0.057 -3.961
N -2.600 -2.458 -0.139
C -0.376 1.089 5.366
C 0.541 -3.706 -1.123
C -3.957 -5.599 0.324
C -0.166 -7.579 -2.472
C 3.677 -1.766 -2.707
C -4.363 1.279 -1.158
C -3.970 3.676 1.714
C 0.699 4.049 3.173
C -1.292 -6.577 -2.485
C -3.757 -3.651 1.682
C -2.423 -3.197 1.126
C -1.667 -2.360 2.123
C 3.433 -0.737 5.331
C -0.780 -5.147 -2.399
C 0.552 -1.367 -5.625
C 1.773 -0.668 -3.545
C 3.708 4.908 -1.277
C 5.880 5.983 -0.603
C -2.674 2.878 1.786
C 1.528 4.207 1.916
C 4.715 5.994 -1.589
C -5.486 0.460 -1.748
C 1.196 -0.260 4.300
C 3.586 2.607 -0.887
C 2.674 -0.420 4.059
C -0.329 0.451 -0.085
C 0.968 -0.057 0.495
C 0.431 -1.060 -4.148
C -3.439 1.921 -2.176
H -1.890 -6.739 -1.582
H -0.570 -8.586 -2.609
H 1.426 -3.763 -1.769
H 3.123 -1.697 5.748
H -0.118 0.956 -4.188
H -3.338 -1.761 0.012
H -0.911 1.436 4.473
H -0.860 0.178 5.734
H -0.091 -4.965 -3.240
H 5.562 6.253 0.410
H -2.564 2.327 -1.661
H -0.251 4.584 3.069
H 4.180 0.713 3.308
H 3.507 2.670 0.201
H -3.614 -4.240 2.598
H 4.688 8.006 -1.878
H 0.832 4.596 5.048
H -3.107 1.205 -2.933
H 0.732 -0.848 1.222
H 6.374 5.013 -0.529
H 0.997 -0.517 -6.147
H 0.467 2.976 3.258
H 3.335 5.011 -0.246
H 3.041 1.577 4.038
H 1.128 -2.268 -5.839
H -3.931 2.760 -2.667
H -1.624 -4.444 -2.512
H -2.354 2.658 0.764
H -6.111 0.067 -0.944
H -1.591 -2.784 3.126
H 0.673 -0.134 3.338
H 3.226 -2.199 -1.802
H 5.115 5.771 -2.582
H 2.844 4.980 -1.948
H -6.139 1.051 -2.393
H 1.644 -0.455 -0.267
H 0.566 -7.384 -3.262
H -4.768 2.993 1.429
H -1.016 0.676 0.743
H -4.666 -6.070 -0.355
H 0.364 -7.599 -1.520
H -3.036 -5.420 -0.233
H -1.556 -7.141 -4.427
H 0.870 -3.540 -0.097
H 2.463 3.645 2.012
H -2.102 -1.356 2.209
H 2.325 0.798 1.693
H 1.753 5.256 1.721
H -1.886 3.459 2.257
H 0.751 -1.142 4.785
H -4.368 -2.768 1.892
H 4.502 -0.811 5.114
H -0.448 1.863 6.130
H 3.276 0.042 6.077
H -3.029 -3.088 -0.813
H -0.010 -1.869 -3.564
H 2.586 2.554 -1.332
H -0.159 1.397 -0.612
H -3.791 -6.282 1.164
H -2.700 0.361 -0.594
H 4.106 -0.786 -2.455
H -0.629 -2.210 1.804
H -1.846 -4.093 0.881
H -1.399 -1.161 -0.517
H 1.657 -0.482 -2.468
H -3.344 5.377 0.973
H 4.115 1.686 -1.150
H 2.808 -1.248 3.355
H 4.499 -2.406 -3.026
H -4.776 2.078 -0.535
H -3.281 1.034 1.951
H 0.737 2.783 0.863
H 3.698 7.532 -0.718
H -5.079 -0.380 -2.314
H -0.088 -2.869 -1.442
H -4.202 4.149 2.671
H -2.543 -5.928 -4.009
H -0.439 -1.516 -6.060
H -0.813 0.065 -2.988
H 6.640 6.705 -0.918
H 2.125 0.273 -3.995
```

E: -2330.0768 Ha
Lowest unoccupied orbital energy: 0.4 eV
Kohn-Sham gap: 0.3448 Ha
Strongest force on any atom: 1.2 eV/A
SMILES: COC[C@H](C)N.COC[C@H](C)N.COC[C@H](C)N.COC[C@H](C)N.COC[C@H](C)N.CC(C)O.OCCO.OCCO.OCCO

A structure of composition C31H30Cl2N3O3Pt at a distorted geometry, computed with wB97M-V/def2-TZVPD.

XYZ file:
```
70
C31H30Cl2N3O3Pt wB97M-V/def2-TZVPD
Pt 0.675 1.082 0.561
Cl -2.395 0.682 -2.088
Cl -4.214 2.848 -1.283
O 0.191 -0.755 -1.597
O 2.145 -0.842 0.293
O 3.378 -2.326 -0.922
N 2.026 2.387 0.942
N -0.901 -0.228 1.390
N -1.110 2.373 0.677
C -1.770 -4.415 -1.379
C -1.121 -5.446 -0.712
C 3.483 1.591 2.702
C -1.939 1.930 1.643
C 2.938 -2.796 -4.923
C 2.847 2.819 2.048
C 1.513 -0.939 -5.465
C -2.856 4.116 1.940
C 0.943 -1.852 -1.861
C -1.145 3.645 0.343
C -2.672 -1.377 3.189
C -3.947 1.501 -2.388
C 0.284 -3.137 -1.412
C 1.546 -1.819 -3.220
C 2.449 -1.886 -5.853
C -2.845 2.755 2.300
C 0.930 -4.178 -0.753
C 2.504 -1.615 -0.552
C -0.844 -1.517 1.666
C -1.072 -3.269 -1.727
C 1.943 3.542 3.050
C 2.493 -2.765 -3.615
C -3.692 0.876 3.574
C -1.862 0.525 1.985
C -2.756 0.001 2.913
C -3.720 2.193 3.296
C 1.065 -0.898 -4.153
C 0.225 -5.323 -0.402
C -1.730 -2.138 2.556
C -2.009 4.560 0.965
C 3.936 3.759 1.525
H -4.361 0.454 4.313
H -3.934 1.883 -3.400
H -4.406 2.852 3.814
H 4.145 1.922 3.504
H 2.801 -1.915 -6.876
H 2.718 0.935 3.120
H 0.738 -6.121 0.119
H 1.154 2.873 3.402
H -4.745 0.784 -2.242
H -3.542 4.796 2.431
H 2.534 3.867 3.907
H 0.331 -0.163 -3.855
H 1.482 4.421 2.595
H 4.548 3.258 0.774
H -0.055 -2.082 1.184
H 2.893 -3.467 -2.897
H 1.979 -4.107 -0.505
H 3.495 4.648 1.071
H 4.580 4.072 2.347
H -1.583 -2.492 -2.288
H 1.121 -0.234 -6.186
H -0.475 3.951 -0.451
H -2.815 -4.506 -1.645
H -3.353 -1.820 3.907
H 4.064 1.020 1.977
H -2.002 5.595 0.653
H -1.641 -3.200 2.740
H -0.598 -1.010 -1.095
H -1.659 -6.347 -0.450
H 3.673 -3.533 -5.219
```

E: -2628.6800 Ha
Charge: +1
2S+1: 5
Lowest unoccupied orbital energy (spin up / spin down): -3.1 / -4.4 eV
Kohn-Sham gap (spin up / spin down): 0.2621 / 0.2617 Ha
Strongest force on any atom: 1.3 eV/A
Energy relative to the best compared isomer or geometry (same formula, charge and spin): 28.3 kcal/mol